{"formula": "C12H9AuCl3N6OSSi", "method": "ωB97M-V with the def2-TZVPD basis set", "elements": ["Au", "C", "N", "C", "C", "N", "C", "S", "C", "C", "C", "C", "C", "N", "H", "H", "H", "H", "H", "H", "H", "H", "H", "O", "N", "C", "C", "N", "C", "N", "Cl", "Si", "Cl", "Cl"], "coordinates": [[0.06198, 0.12927, -1.77399], [4.85138, -0.64483, -0.53699], [3.82798, -0.54503, 0.46741], [4.00128, -0.17293, 1.76791], [2.78168, -0.14983, 2.35191], [1.84528, -0.51563, 1.40501], [2.51658, -0.76083, 0.23861], [1.99718, -1.37003, -1.25819], [0.45898, -0.57403, 1.65061], [-0.04072, -0.49203, 2.95161], [-1.41342, -0.54253, 3.13301], [-2.24172, -0.69953, 2.03081], [-1.64982, -0.78063, 0.78451], [-0.34142, -0.70513, 0.60081], [5.82448, -0.52343, -0.07069], [4.70918, 0.13417, -1.28809], [4.80388, -1.61443, -1.03289], [4.96338, 0.05057, 2.18521], [2.52888, 0.11847, 3.35621], [0.60138, -0.39933, 3.81131], [-1.82252, -0.46463, 4.12891], [-3.31292, -0.75553, 2.12471], [-2.22702, -0.91493, -0.11869], [-2.28822, -0.60033, -2.22849], [-3.06322, -0.14273, -3.06619], [-4.32472, 0.06267, -3.08599], [-5.14182, -0.22673, -1.95399], [-5.71172, -0.45263, -0.98969], [-4.96552, 0.63157, -4.21759], [-5.50442, 1.10227, -5.10969], [0.26158, 3.48597, -3.26999], [-0.32992, 2.46627, -1.64959], [-2.31252, 2.73687, -1.33559], [0.65668, 3.12957, -0.00209]], "forces_ev_per_a": [[0.875, 0.272, 0.334], [0.512, -0.084, -0.653], [-0.900, -0.039, 0.295], [-0.366, 0.133, 0.668], [0.621, 0.188, 0.205], [0.909, 0.095, -0.387], [-0.209, -0.103, -0.194], [-0.370, 0.167, -0.811], [-1.109, -0.089, 0.202], [0.103, -0.041, -0.199], [0.082, -0.008, -0.247], [0.078, 0.001, -0.013], [-0.337, -0.050, 0.370], [0.552, 0.124, 0.186], [-0.034, 0.011, 0.089], [0.011, -0.071, 0.048], [0.026, 0.090, 0.090], [0.111, 0.024, 0.013], [-0.054, 0.036, 0.073], [0.071, -0.009, 0.025], [-0.035, -0.020, 0.054], [-0.131, -0.013, 0.052], [-0.206, 0.001, 0.186], [-1.286, 0.240, -1.099], [1.039, -0.376, 0.494], [-0.236, -0.023, 0.261], [0.444, -0.041, 0.157], [-0.372, -0.145, 0.505], [0.338, 0.041, -0.348], [-0.223, 0.160, -0.309], [0.108, 0.127, -0.284], [0.246, -0.600, 0.078], [-0.385, 0.021, 0.033], [0.129, -0.021, 0.123]], "homo_ev": [-11.59, -11.93], "spin_multiplicity": 3, "energy_ev": -83544.23152, "gap_ev": [7.446, 5.654], "de_lowest_kj_mol": 129.1, "charge": 1}


{"formula": "C48H58CrF6NO8S2", "method": "ωB97M-V with the def2-TZVPD basis set", "elements": ["Cr", "C", "O", "C", "C", "C", "C", "C", "C", "C", "C", "C", "C", "C", "C", "C", "C", "C", "C", "C", "C", "C", "C", "C", "C", "C", "C", "C", "C", "C", "C", "C", "C", "O", "C", "C", "C", "C", "C", "O", "C", "C", "C", "C", "C", "C", "O", "C", "C", "C", "C", "H", "H", "H", "H", "H", "H", "H", "H", "H", "H", "H", "H", "H", "H", "H", "H", "H", "H", "H", "H", "H", "H", "H", "H", "H", "H", "H", "H", "H", "H", "H", "H", "H", "H", "H", "H", "H", "H", "H", "H", "H", "H", "H", "H", "H", "H", "H", "H", "H", "H", "H", "H", "H", "H", "H", "H", "H", "H", "F", "C", "F", "F", "S", "O", "O", "N", "S", "O", "O", "C", "F", "F", "F"], "coordinates": [[-0.01766, -0.05188, 0.11235], [-1.64417, 1.81039, 2.02708], [-0.75952, 0.68905, 1.86978], [-0.23533, 0.07917, 3.02951], [-0.85134, -1.08684, 3.47257], [-2.09631, -1.61846, 2.80920], [-1.91044, -2.73677, 1.80583], [-2.81285, -3.78819, 1.80960], [-2.81794, -4.77696, 0.82902], [-1.89222, -4.64933, -0.19618], [-0.97217, -3.60563, -0.24584], [-0.14389, -3.43988, -1.50392], [1.31138, -3.09583, -1.31983], [2.23951, -4.08184, -1.01420], [3.58256, -3.78597, -0.80382], [3.98041, -2.45884, -0.92204], [3.09021, -1.43474, -1.22129], [3.57908, -0.00160, -1.21887], [3.79203, 0.49033, 0.19183], [5.04102, 0.46863, 0.78915], [5.24285, 0.87018, 2.10989], [4.13447, 1.31904, 2.81728], [2.86368, 1.35604, 2.25226], [1.65889, 1.78655, 3.05608], [0.91737, 0.58410, 3.59633], [1.45961, -0.12056, 4.67297], [0.89763, -1.29343, 5.14953], [-0.26948, -1.75350, 4.53432], [1.51699, -2.10079, 6.28786], [2.79109, -1.45259, 6.82933], [0.50781, -2.22273, 7.43730], [1.87258, -3.50057, 5.76694], [2.69374, 0.92881, 0.93732], [1.47367, 0.96091, 0.37357], [6.64270, 0.79261, 2.71704], [6.66482, 1.24797, 4.17607], [7.13664, -0.66044, 2.66286], [7.60142, 1.68519, 1.91747], [1.76527, -1.79028, -1.42369], [0.80201, -0.77717, -1.62651], [0.62130, -0.35269, -2.98822], [4.61416, -4.84723, -0.42422], [5.74420, -4.85918, -1.46225], [4.00577, -6.24807, -0.35934], [5.19152, -4.50520, 0.95721], [-0.94649, -2.67114, 0.79149], [0.02038, -1.71980, 0.83422], [-3.83155, -5.91655, 0.90344], [-5.25296, -5.33870, 0.92345], [-3.71916, -6.86707, -0.28879], [-3.58873, -6.72046, 2.18850], [-1.54305, 2.20129, 3.03695], [-1.35730, 2.57334, 1.30390], [-2.66945, 1.48902, 1.84435], [-2.77600, -1.97314, 3.58571], [-2.62013, -0.80601, 2.29959], [-3.55100, -3.81883, 2.60359], [-1.88547, -5.36233, -1.01065], [-0.20852, -4.36924, -2.07252], [-0.63110, -2.67823, -2.11871], [1.87931, -5.09820, -0.92317], [5.01647, -2.19037, -0.74780], [4.52410, 0.04708, -1.76251], [2.86941, 0.65152, -1.72416], [5.88422, 0.12646, 0.19811], [4.24251, 1.65353, 3.84150], [1.99211, 2.39712, 3.89718], [1.00680, 2.40328, 2.43768], [2.36911, 0.26653, 5.11327], [-0.73829, -2.67024, 4.87393], [2.59848, -0.45664, 7.23313], [3.19405, -2.06608, 7.63679], [3.56056, -1.37116, 6.05860], [0.24028, -1.23780, 7.82462], [-0.40860, -2.71927, 7.11667], [0.93754, -2.80668, 8.25395], [2.58027, -3.43570, 4.93814], [2.32772, -4.09311, 6.56352], [0.99035, -4.03475, 5.41283], [6.01659, 0.62957, 4.80049], [7.68028, 1.16552, 4.56726], [6.35318, 2.28916, 4.27926], [6.46288, -1.31866, 3.21515], [7.19697, -1.02646, 1.63672], [8.13289, -0.73853, 3.10418], [7.27400, 2.72606, 1.94476], [8.60845, 1.63044, 2.33716], [7.65630, 1.37773, 0.87249], [0.27058, -1.19196, -3.58686], [-0.13371, 0.42819, -2.98865], [1.56540, 0.02582, -3.37831], [5.35688, -5.09621, -2.45491], [6.24939, -3.89433, -1.51940], [6.48927, -5.61223, -1.19684], [3.58827, -6.55154, -1.32130], [4.78099, -6.96768, -0.09118], [3.21888, -6.31195, 0.39442], [5.68205, -3.53054, 0.95828], [4.40165, -4.48272, 1.71044], [5.92890, -5.25489, 1.25273], [-5.44508, -4.72977, 0.03967], [-5.98510, -6.14937, 0.95058], [-5.42293, -4.70852, 1.79712], [-3.90322, -6.35131, -1.23282], [-2.73631, -7.34115, -0.33723], [-4.46473, -7.65818, -0.19169], [-3.69693, -6.09248, 3.07415], [-4.30884, -7.53846, 2.26511], [-2.58289, -7.14523, 2.19734], [-2.23844, 2.14269, -1.88055], [-3.38654, 1.45036, -1.75317], [-4.13872, 1.68388, -2.80785], [-4.00505, 1.87463, -0.65380], [-2.94679, -0.34383, -1.60228], [-1.86827, -0.26105, -0.60886], [-2.54260, -0.73683, -2.91642], [-4.09091, -1.08806, -0.89762], [-5.48886, -1.48742, -1.57688], [-5.98239, -0.46757, -2.44930], [-6.30702, -2.05201, -0.55531], [-5.07334, -2.92362, -2.68546], [-6.17616, -3.64345, -2.87726], [-4.14717, -3.70418, -2.12501], [-4.62567, -2.50357, -3.86233]], "forces_ev_per_a": [[0.077, -0.097, -0.108], [-0.008, -0.038, -0.003], [-0.030, 0.003, -0.021], [-0.067, -0.015, -0.016], [0.011, 0.033, 0.016], [0.005, 0.002, -0.018], [-0.026, -0.019, -0.007], [0.015, -0.005, 0.008], [0.042, -0.005, 0.003], [-0.012, 0.000, 0.018], [-0.035, 0.004, -0.020], [-0.020, 0.004, 0.009], [0.022, 0.052, -0.019], [0.006, -0.009, 0.001], [0.002, -0.029, -0.014], [0.003, 0.026, -0.007], [-0.006, -0.041, 0.002], [0.003, -0.013, 0.002], [0.016, 0.017, 0.033], [0.000, 0.006, 0.000], [0.009, -0.010, -0.009], [-0.003, -0.002, 0.013], [0.022, -0.006, -0.012], [0.017, 0.035, -0.011], [0.021, -0.043, 0.042], [0.010, 0.003, -0.009], [-0.026, 0.000, 0.005], [-0.001, 0.000, -0.012], [0.003, 0.011, 0.004], [0.006, 0.004, 0.003], [0.000, -0.004, 0.001], [-0.001, -0.012, -0.002], [-0.019, 0.013, 0.015], [0.025, 0.011, -0.003], [-0.001, 0.003, 0.000], [-0.001, 0.008, 0.006], [0.004, -0.004, -0.003], [0.000, -0.004, -0.001], [-0.003, 0.022, 0.016], [0.011, -0.068, -0.020], [0.025, 0.006, 0.012], [-0.011, 0.007, -0.001], [0.005, -0.002, -0.001], [-0.011, 0.005, 0.010], [0.006, -0.003, -0.001], [0.047, -0.029, 0.026], [-0.023, 0.037, -0.047], [-0.002, 0.001, -0.011], [-0.030, -0.001, 0.017], [0.014, -0.005, -0.001], [-0.015, 0.012, 0.002], [0.004, 0.014, -0.002], [-0.005, 0.000, -0.002], [-0.005, 0.006, 0.014], [0.011, -0.009, 0.012], [0.007, 0.007, -0.002], [-0.005, 0.000, -0.003], [-0.006, 0.004, -0.006], [0.014, -0.009, 0.011], [0.010, 0.000, -0.008], [0.002, -0.003, -0.001], [-0.002, 0.002, 0.003], [-0.001, 0.001, -0.003], [0.005, 0.009, 0.009], [0.000, -0.002, 0.000], [0.002, -0.002, 0.002], [-0.002, 0.006, -0.003], [0.000, -0.022, -0.006], [0.001, -0.002, -0.002], [0.004, -0.001, 0.002], [-0.003, 0.000, 0.003], [-0.001, -0.001, 0.001], [-0.002, -0.002, -0.004], [0.000, 0.001, -0.001], [0.001, 0.000, 0.002], [0.000, -0.001, -0.001], [0.000, 0.003, 0.004], [0.000, 0.001, 0.003], [-0.001, 0.000, -0.002], [0.002, -0.002, 0.001], [0.001, -0.001, -0.001], [-0.001, 0.000, -0.003], [-0.002, 0.001, 0.001], [-0.004, 0.001, -0.001], [-0.001, 0.002, 0.001], [-0.001, 0.000, 0.001], [0.000, 0.000, 0.001], [0.003, 0.003, -0.002], [-0.005, -0.005, 0.004], [-0.006, 0.013, 0.002], [-0.008, -0.005, -0.011], [-0.003, 0.000, 0.001], [0.001, -0.001, -0.001], [0.000, 0.001, 0.001], [0.002, 0.000, -0.003], [0.003, 0.002, 0.000], [0.001, 0.002, 0.000], [-0.001, 0.005, 0.002], [-0.003, -0.002, 0.002], [0.000, 0.000, -0.001], [-0.001, -0.010, 0.000], [0.001, 0.002, 0.001], [0.009, 0.003, 0.000], [-0.005, 0.005, -0.002], [-0.002, 0.006, -0.001], [0.000, -0.001, 0.003], [0.001, -0.009, 0.004], [-0.002, 0.001, -0.001], [0.002, 0.000, -0.006], [-0.011, -0.006, -0.003], [0.021, 0.017, -0.014], [0.015, 0.017, 0.006], [0.004, -0.002, 0.010], [-0.041, -0.115, 0.018], [-0.070, 0.267, 0.125], [-0.008, -0.007, 0.004], [0.049, -0.049, -0.032], [0.006, -0.084, 0.005], [-0.056, -0.003, -0.007], [-0.005, 0.025, -0.021], [0.040, 0.075, 0.032], [-0.017, 0.011, -0.010], [-0.013, 0.014, -0.008], [0.003, -0.034, -0.001]], "homo_ev": [-8.04, -8.09], "spin_multiplicity": 4, "energy_ev": -134987.31145, "gap_ev": [7.398, 8.256], "de_lowest_kj_mol": 0.0, "charge": 0}